The following is a quantum chemistry calculation of a structure of composition C12H9Cl2IrN2O8 in a non-equilibrium geometry, from the Open Molecules 2025 dataset.

Structure (ORCA input):
```
! RIJCOSX wB97M-V def2-TZVPD def2/J DEFGRID3
* xyz 1 2
O -4.237 1.921 2.532
C 2.389 2.134 1.591
C 1.744 -2.220 -0.159
C 1.254 2.260 -0.966
C -0.980 2.610 0.059
O -2.369 -1.073 -1.437
C 1.040 2.332 1.468
C -0.348 -2.042 -0.849
O -4.022 1.352 0.287
C -1.747 -2.169 -1.431
O -5.251 -0.025 1.732
Ir -1.890 0.521 -0.086
O -2.907 0.126 1.855
H 1.728 -0.251 0.598
N 1.254 -1.010 0.122
H -1.050 -4.516 -1.623
H 2.739 -2.528 0.097
O -2.115 -3.259 -1.822
C 0.737 -2.938 -0.797
C 2.599 2.057 -0.840
Cl -4.201 0.859 1.641
N -0.005 -0.883 -0.292
H 2.850 2.103 2.567
C 0.885 -4.359 -1.284
Cl 4.857 1.673 0.593
H 0.806 2.344 -1.944
O -0.185 -5.020 -1.579
H -1.338 3.024 -0.883
H 3.222 1.982 -1.718
H 0.428 2.463 2.346
H -1.490 2.973 0.951
C 0.412 2.384 0.183
O 2.006 -4.797 -1.348
C 3.186 1.971 0.439
*
```

- frontier orbital gap (alpha / beta) (eV) = 5.98 / 5.22

=====

The following is a quantum chemistry calculation of a structure of composition C12H9Cl2N4SSr, from the Open Molecules 2025 dataset.

Structure (ORCA input):
```
! RIJCOSX wB97M-V def2-TZVPD def2/J DEFGRID3
* xyz 1 1
H -4.133 -2.076 0.001
N -2.279 -4.053 0.001
Sr 2.162 -1.984 -0.001
H 5.194 3.038 -0.001
C 2.308 4.947 0.001
H 4.393 5.442 0.000
C -3.634 -0.033 -0.001
H 0.709 -5.249 0.001
Cl -0.366 4.329 0.003
N -3.404 -1.386 0.000
C 3.053 2.502 0.000
C -2.069 -1.614 -0.001
C -1.487 -2.950 0.000
C 3.674 4.631 0.000
S 0.211 0.073 -0.003
C 1.346 3.938 0.002
N -1.459 -0.435 -0.002
H -3.283 -4.092 0.001
H 2.001 5.984 0.002
H -4.626 0.381 -0.001
C -1.474 -5.160 0.001
H -2.124 1.595 -0.003
C -0.206 -4.680 0.001
Cl 4.025 -0.199 -0.002
N -0.214 -3.301 0.000
C 4.152 3.308 -0.001
H -1.869 -6.160 0.002
C -2.421 0.560 -0.002
C 1.819 2.642 0.001
*
```

- frontier orbital gap (eV) = 7.32
- relative energy (zero: lowest compared OMol25 entry of this formula, charge and spin) (eV) = 0.000

=====

The following is a quantum chemistry calculation of the molecule C12H9ClO5S2 in a non-equilibrium geometry, from the Open Molecules 2025 dataset.

Structure (ORCA input):
```
! RIJCOSX wB97M-V def2-TZVPD def2/J DEFGRID3
* xyz 0 1
H 0.367 3.347 -2.064
H -0.697 -0.268 1.080
C -2.514 2.144 -0.677
O 2.786 1.194 3.086
Cl 1.200 -0.619 4.991
C 1.335 -0.667 1.802
H 0.574 0.929 -2.636
C -0.445 2.641 -1.736
H -1.818 4.047 -0.905
O 0.320 1.544 3.135
H 3.739 -2.372 0.046
C 0.215 -0.747 0.959
H 3.416 -1.089 2.115
O -0.962 -3.471 -1.592
C 1.496 -2.192 -0.532
C -0.369 1.280 -2.175
C 2.682 -2.042 0.281
C -2.432 0.812 -1.064
C 2.533 -1.299 1.535
S 1.446 0.552 3.204
S -1.265 -2.099 -1.012
O -2.440 -2.136 -0.189
O -1.255 -0.953 -2.327
C -1.454 0.351 -1.899
C -1.575 3.036 -1.063
H -3.312 2.444 0.017
C 0.299 -1.612 -0.153
H -3.270 0.185 -0.817
H 1.401 -2.941 -1.408
*
```

- frontier orbital gap (eV) = 8.37
- relative energy (zero: lowest compared OMol25 entry of this formula, charge and spin) (eV) = 1.549

=====

The following is a quantum chemistry calculation of the molecule C12H9N3OS in a non-equilibrium geometry, from the Open Molecules 2025 dataset.

Structure (ORCA input):
```
! RIJCOSX wB97M-V def2-TZVPD def2/J DEFGRID3
* xyz 0 1
H -4.113 -1.371 -2.539
C -0.530 2.464 1.091
H 3.752 -2.256 1.448
H 1.962 -2.490 1.389
C 2.654 -0.546 0.733
N -1.236 2.730 1.958
C -0.674 1.421 -1.110
N 1.423 -0.031 0.375
C -2.683 -1.498 0.419
C 1.444 1.256 0.297
H 4.620 0.169 1.220
C 2.854 -2.023 0.899
C 3.607 0.396 0.974
H 0.657 3.012 -0.517
N -3.519 -1.811 -0.586
C -2.615 0.040 -1.813
H -2.712 -2.079 1.320
H 2.947 -2.445 -0.125
H -2.636 0.589 -2.742
S 3.003 1.989 0.686
C -1.729 -0.442 0.332
C 0.268 2.099 -0.106
C -3.473 -1.086 -1.689
H -1.071 -0.256 1.163
O -0.524 1.824 -2.281
C -1.676 0.344 -0.799
*
```

- frontier orbital gap (eV) = 8.95
- relative energy (zero: lowest compared OMol25 entry of this formula, charge and spin) (eV) = 0.000